This record from OMol25 describes a structure of composition C55H43N4O2P2SiTi in a non-equilibrium geometry. The level of theory is ωB97M-V/def2-TZVPD.

## Properties
**LUMO level (spin up / spin down)**: 2.111 / 2.136 eV
**Net charge**: -1
**Orbital gap (spin up / spin down)**: 4.41 / 4.46 eV
**Max |F|**: 1.96 eV/Å
**Total energy**: -117362.325 eV
**HOMO energy (spin up / spin down)**: -2.30 / -2.33 eV

Each line ends with the Löwdin charge.
Positions of all 108 atoms, in Å:
Ti (0.47, -1.64, 0.43)  0.69
P (-0.83, 1.43, -1.77)  1.12
P (-0.18, 0.62, 1.81)  1.05
Si (1.92, 0.29, -0.53)  0.65
O (4.09, -3.41, 0.03)  0.04
O (-1.12, -5.06, 0.97)  0.03
N (-1.53, -1.61, 0.18)  -0.06
N (0.90, -2.53, -1.25)  -0.05
N (-0.11, -3.10, 1.68)  -0.01
N (2.17, -2.49, 0.96)  -0.03
C (-0.57, 4.10, -1.21)  -0.10
C (2.83, -3.23, -2.53)  -0.01
C (0.09, -1.91, 4.98)  -0.09
C (-3.79, -1.12, -0.50)  -0.08
C (2.66, 4.15, 1.01)  -0.09
C (2.17, -3.23, 2.14)  -0.20
C (0.15, -2.78, -2.34)  -0.13
C (0.49, 1.84, -4.18)  -0.10
C (3.05, -4.55, 3.94)  -0.11
C (3.84, 0.05, -0.27)  -0.20
C (2.24, -2.83, -1.34)  -0.20
C (2.77, 1.25, -4.59)  -0.09
C (-1.93, 2.70, 1.91)  -0.11
C (-1.98, 1.47, 3.96)  -0.07
C (-0.77, 5.46, -1.31)  -0.08
C (-2.85, 3.59, 2.41)  -0.08
C (0.68, -4.57, 3.51)  -0.03
C (1.83, -0.29, 3.56)  -0.07
C (-1.67, 5.96, -2.24)  -0.10
C (-3.39, 0.86, -2.84)  -0.15
C (1.82, 1.96, 0.45)  -0.33
C (1.12, 3.06, 2.49)  -0.09
C (-4.27, 0.15, -3.64)  -0.10
C (2.29, -1.01, 4.65)  -0.08
C (3.26, -3.68, 2.87)  -0.03
C (-3.14, -3.38, -0.20)  -0.01
C (-0.99, -3.83, 0.98)  -0.49
C (-2.02, 0.59, -2.89)  -0.36
C (2.90, 0.86, -3.26)  -0.10
C (0.87, -3.67, 2.47)  -0.22
C (0.63, 1.42, -2.86)  -0.39
C (1.04, 1.98, 1.61)  -0.39
C (-2.13, 3.72, -2.98)  -0.10
C (-2.35, 5.08, -3.07)  -0.09
C (-1.57, -0.43, -3.72)  -0.10
C (2.05, -3.42, -3.65)  -0.07
C (2.61, 3.06, 0.16)  -0.11
C (-1.91, -2.93, 0.24)  -0.21
C (-2.53, -0.74, -0.10)  -0.18
C (-3.81, -0.87, -4.45)  -0.09
C (-2.46, -1.17, -4.48)  -0.08
C (-1.44, 1.65, 2.69)  -0.33
C (2.97, -2.91, -0.05)  -0.51
C (1.56, 1.75, -5.05)  -0.09
C (1.78, -4.99, 4.24)  -0.12
C (0.50, -0.36, 3.19)  -0.37
C (-4.10, -2.48, -0.63)  -0.06
C (0.66, -3.23, -3.53)  -0.07
C (1.84, 0.94, -2.36)  -0.27
C (1.42, -1.81, 5.38)  -0.09
C (-3.36, 3.42, 3.69)  -0.10
C (1.93, 4.14, 2.19)  -0.09
C (-0.36, -1.21, 3.88)  -0.14
C (-1.25, 3.21, -2.04)  -0.34
C (-2.94, 2.34, 4.44)  -0.09
H (3.19, 3.06, -0.75)  0.10
H (4.21, -0.82, -0.80)  0.01
H (-3.37, 2.17, 5.42)  0.10
H (2.51, 0.36, 3.01)  0.11
H (3.89, -4.88, 4.53)  0.09
H (-1.39, -1.31, 3.55)  0.11
H (-2.32, 0.31, 0.05)  0.04
H (-4.08, 4.12, 4.09)  0.09
H (-0.59, -2.54, 5.54)  0.11
H (1.64, -5.69, 5.06)  0.09
H (2.48, -3.73, -4.59)  0.09
H (-3.18, 4.42, 1.80)  0.10
H (3.33, -0.95, 4.95)  0.11
H (0.13, 3.71, -0.48)  0.08
H (-4.51, -1.44, -5.06)  0.10
H (-3.76, 1.62, -2.18)  0.11
H (0.55, 3.06, 3.41)  0.11
H (1.77, -2.34, 6.25)  0.10
H (4.06, -0.12, 0.78)  0.02
H (1.45, 2.05, -6.09)  0.10
H (-3.32, -4.44, -0.16)  0.11
H (-3.06, 5.47, -3.79)  0.10
H (3.89, -3.42, -2.52)  0.12
H (3.27, 5.01, 0.77)  0.10
H (-1.55, 2.82, 0.90)  0.07
H (-0.51, -0.65, -3.77)  0.09
H (-0.31, -4.95, 3.72)  0.12
H (-1.85, 7.02, -2.31)  0.09
H (-5.32, 0.40, -3.63)  0.10
H (4.25, -3.38, 2.58)  0.11
H (4.43, 0.91, -0.58)  0.02
H (-2.10, -1.97, -5.10)  0.10
H (-0.93, -2.61, -2.23)  0.11
H (1.99, 4.98, 2.87)  0.10
H (-0.46, 2.22, -4.53)  0.10
H (3.85, 0.47, -2.93)  0.09
H (-0.23, 6.14, -0.65)  0.10
H (-2.65, 3.06, -3.66)  0.09
H (-1.63, 0.66, 4.60)  0.09
H (0.01, -3.44, -4.36)  0.10
H (3.61, 1.17, -5.26)  0.10
H (-4.54, -0.37, -0.70)  0.10
H (-5.07, -2.79, -0.99)  0.10